[1]
ORCA calculation (ωB97M-V/def2-TZVPD) on a cluster of 2 separate species, C2H4N2O in total at a distorted geometry.

Properties
Charge: 0
LUMO level (spin up / spin down) in eV: 0.52 / 0.52
Multiplicity: 1
Total energy in Eh: -263.19958
Kohn-Sham gap (spin up / spin down) in eV: 7.8261 / 7.8272

```
9
Properties=species:S:1:pos:R:3:nbo_charge:R:1
C -1.22 -1.43 -1.57 0.519
C 1.01 1.04 1.03 -0.480
N -0.82 0.17 -0.07 -0.164
N 0.37 0.18 0.12 -0.191
O -1.01 -1.34 -2.72 -0.463
H -1.69 -2.19 -0.99 0.126
H 2.07 1.09 0.88 0.224
H 0.84 0.54 2.09 0.219
H 0.44 1.93 1.23 0.211
```

=====

[2]
ORCA calculation (ωB97M-V/def2-TZVPD) on a structure of composition C3H4N2S3 at a distorted geometry.

Properties
Charge: 0
LUMO level in eV: -0.96
Multiplicity: 1
Total energy in Eh: -1420.70142
Kohn-Sham gap in eV: 7.5490

```
12
Properties=species:S:1:pos:R:3:nbo_charge:R:1
C 0.24 -1.32 0.12 0.046
C -0.61 0.72 -0.83 -0.266
C -0.60 -0.15 0.37 -0.217
N 1.05 -1.73 0.96 -0.534
N 0.20 0.51 1.60 -0.788
S -2.03 1.02 -1.62 0.058
S 1.40 -0.67 2.12 0.635
S 0.97 1.25 -1.43 0.092
H -0.14 -2.05 -0.54 0.197
H -1.71 -0.41 0.55 0.252
H 0.68 1.39 1.32 0.381
H 0.54 1.45 -2.62 0.144
```

=====

[3]
ORCA calculation (ωB97M-V/def2-TZVPD) on an isolated molecule of C23H23NO3S at a distorted geometry.

Properties
Charge: 0
LUMO level in eV: 0.46
Multiplicity: 1
Total energy in Eh: -1568.21368
Kohn-Sham gap in eV: 8.6638
SMILES: COc1ccccc1OCC(=O)Nc1ccc(CSc2ccccc2)cc1C

```
51
Properties=species:S:1:pos:R:3:nbo_charge:R:1
C -3.92 -1.51 -2.63 -0.249
O -3.48 -0.56 -1.68 -0.499
C -4.45 -0.59 -0.62 0.283
C -5.68 -1.42 -0.65 -0.243
C -6.56 -1.19 0.68 -0.135
C -6.21 -0.41 1.83 -0.164
C -4.95 0.44 1.45 -0.178
C -4.18 0.32 0.36 0.159
O -2.88 0.93 0.44 -0.564
C -2.80 2.12 -0.58 -0.105
C -1.26 2.17 -0.82 0.627
O -0.94 3.37 -1.37 -0.699
N -0.47 1.55 -0.10 -0.569
C 0.86 1.60 0.31 0.076
C 1.74 2.41 -0.44 -0.166
C 3.04 2.54 -0.25 -0.276
C 3.81 1.80 0.46 0.039
C 5.19 1.47 0.63 -0.600
S 5.94 0.65 -0.70 0.331
C 5.00 -0.71 -0.56 -0.226
C 3.74 -1.02 -1.27 -0.171
C 3.06 -2.10 -0.88 -0.157
C 3.48 -3.23 -0.05 -0.236
C 4.70 -2.99 0.60 -0.175
C 5.52 -1.58 0.39 -0.191
C 2.89 0.81 1.31 -0.202
C 1.50 0.70 0.95 -0.027
C 0.63 -0.24 1.93 -0.639
H -2.98 -1.44 -3.42 0.203
H -5.02 -1.13 -3.16 0.165
H -4.04 -2.50 -2.43 0.180
H -6.00 -1.80 -1.40 0.164
H -7.31 -1.80 0.71 0.171
H -6.66 -0.29 2.58 0.161
H -4.45 1.00 2.36 0.224
H -3.14 1.59 -1.67 0.217
H -3.46 2.87 -0.49 0.220
H -0.98 0.71 0.59 0.460
H 1.12 3.23 -1.12 0.278
H 3.52 3.39 -0.63 0.207
H 5.55 1.34 1.52 0.225
H 5.55 2.60 0.65 0.236
H 3.49 -0.31 -1.66 0.162
H 1.96 -2.14 -1.29 0.205
H 2.91 -3.94 0.19 0.199
H 5.11 -3.66 1.54 0.216
H 6.46 -1.63 0.66 0.197
H 3.48 0.07 1.84 0.211
H 1.40 -0.84 2.43 0.231
H -0.05 0.17 2.61 0.222
H 0.22 -0.81 0.83 0.202
```

=====

[4]
ORCA calculation (ωB97M-V/def2-TZVPD) on a structure of composition C27H39BErN6S3 at a distorted geometry.

Properties
Charge: +3
<S²>: 3.754
LUMO level (spin up / spin down) in eV: -11.10 / -11.03
Multiplicity: 4
Total energy in Eh: -3614.37725
Kohn-Sham gap (spin up / spin down) in eV: 6.8787 / 6.9442

```
77
Properties=species:S:1:pos:R:3:mulliken_spin:R:1
Er 0.11 0.36 -0.60 3.063
C -4.54 -1.83 1.20 0.000
C -3.26 -1.84 1.96 -0.001
C -2.99 -2.73 2.97 -0.001
C -1.75 -2.70 3.67 0.000
N -0.84 -1.82 3.36 0.000
N -1.11 -0.93 2.40 -0.001
B -0.12 0.17 2.39 -0.020
N 1.31 -0.08 2.73 0.002
N 1.61 0.46 3.90 -0.001
C 2.82 0.28 4.40 0.000
C 3.81 -0.33 3.59 0.000
C 3.50 -0.89 2.37 0.001
C 4.52 -1.54 1.49 0.001
C 2.16 -0.79 1.96 -0.004
S 1.55 -1.60 0.54 -0.011
C 3.05 0.74 5.82 0.000
C 2.81 2.25 5.94 0.000
C 4.46 0.40 6.30 0.000
C 2.03 -0.02 6.70 0.000
N -0.63 1.56 2.63 0.003
N -1.48 1.58 3.65 0.000
C -1.90 2.74 4.10 0.000
C -1.55 3.93 3.41 0.000
C -0.67 3.91 2.35 0.000
C -0.27 5.13 1.59 0.001
C -0.17 2.64 1.99 -0.003
S 1.07 2.45 0.78 -0.013
C -2.71 2.72 5.38 0.000
C -1.74 2.28 6.49 0.000
C -3.28 4.10 5.72 0.000
C -3.85 1.70 5.27 0.000
C -2.24 -0.90 1.66 -0.002
S -2.43 0.26 0.39 -0.014
C -1.48 -3.67 4.79 0.000
C -0.14 -3.37 5.47 0.000
C -1.47 -5.10 4.22 0.000
C -2.61 -3.53 5.83 0.000
H -5.16 -2.68 1.46 0.000
H -5.10 -0.92 1.41 0.000
H -4.36 -1.85 0.12 0.000
H -3.72 -3.49 3.21 0.000
H 4.84 -0.34 3.93 0.000
H 5.48 -1.61 1.98 0.000
H 4.20 -2.55 1.20 0.000
H 4.64 -0.97 0.57 0.000
H 3.59 2.82 5.43 0.000
H 1.84 2.53 5.55 0.000
H 2.85 2.53 7.00 0.000
H 5.23 1.00 5.80 0.000
H 4.52 0.61 7.37 0.000
H 4.69 -0.66 6.17 0.000
H 1.01 0.14 6.34 0.000
H 2.24 -1.09 6.71 0.000
H 2.10 0.35 7.72 0.000
H -2.01 4.86 3.70 0.000
H -0.80 6.01 1.96 0.000
H 0.80 5.31 1.68 0.000
H -0.48 5.01 0.53 0.000
H -0.97 3.03 6.67 0.000
H -2.31 2.16 7.42 0.000
H -1.27 1.33 6.25 0.000
H -2.49 4.85 5.83 0.000
H -4.00 4.44 4.97 0.000
H -3.80 4.04 6.67 0.000
H -3.47 0.71 5.03 0.000
H -4.37 1.65 6.23 0.000
H -4.59 2.00 4.52 0.000
H 0.69 -3.42 4.78 0.000
H -0.16 -2.39 5.93 0.000
H 0.03 -4.11 6.26 0.000
H -0.66 -5.23 3.50 0.000
H -1.33 -5.80 5.03 0.000
H -2.42 -5.35 3.73 0.000
H -2.67 -2.50 6.20 0.000
H -3.58 -3.82 5.43 0.000
H -2.40 -4.19 6.67 0.000
```

=====

[5]
ORCA calculation (ωB97M-V/def2-TZVPD) on a structure of composition C4H6N at a distorted geometry.

Properties
Charge: +1
LUMO level (spin up / spin down) in eV: -5.05 / -5.05
Multiplicity: 1
Total energy in Eh: -210.27963
Kohn-Sham gap (spin up / spin down) in eV: 8.4256 / 8.4250

```
11
Properties=species:S:1:pos:R:3:nbo_charge:R:1
C -0.35 0.33 1.20 0.058
C -0.06 -0.39 0.21 0.114
C -0.37 1.25 2.09 -0.324
C -0.05 -0.14 -1.73 -0.278
N 0.49 -1.23 -0.76 -0.567
H 0.53 1.61 2.60 0.263
H -1.31 1.69 2.38 0.256
H -1.08 -0.42 -2.10 0.249
H 0.49 0.73 -2.18 0.276
H 1.57 -1.27 -0.53 0.480
H 0.14 -2.14 -1.17 0.473
```

=====

[6]
ORCA calculation (ωB97M-V/def2-TZVPD) on a cluster of 9 separate species, C32H46O27 in total at a distorted geometry.

Properties
Charge: 0
LUMO level in eV: -0.18
Multiplicity: 1
Total energy in Eh: -3278.36109
Kohn-Sham gap in eV: 10.2730
SMILES: C[C@H]1COC(=O)O1.C[C@H]1COC(=O)O1.C[C@H]1COC(=O)O1.C[C@H]1COC(=O)O1.C[C@H]1COC(=O)O1.O=C1OCCO1.O=C1OCCO1.O=C1OCCO1.O=C1OCCO1

```
105
Properties=species:S:1:pos:R:3:mulliken_charge:R:1
C -2.14 -0.38 6.76 -1.445
C -2.94 -1.26 7.71 0.499
C -3.48 -0.63 9.04 -0.399
O -4.77 -1.07 9.06 -0.337
C -5.13 -1.65 7.92 0.664
O -6.17 -2.25 7.69 -0.562
O -4.11 -1.71 7.09 -0.303
H -1.38 0.14 7.34 0.391
H -2.69 0.39 6.21 0.363
H -1.72 -0.94 5.93 0.332
H -2.40 -2.17 7.98 0.216
H -3.46 0.46 9.08 0.294
H -2.90 -0.99 9.89 0.286
C 3.56 9.14 -2.23 -1.411
C 4.30 8.02 -1.54 0.426
C 5.26 8.43 -0.41 -0.318
O 4.93 7.42 0.56 -0.323
C 3.93 6.56 0.20 0.654
O 3.43 5.60 0.91 -0.595
O 3.43 7.01 -0.97 -0.313
H 2.96 9.66 -1.48 0.359
H 2.96 8.88 -3.10 0.341
H 4.30 9.88 -2.53 0.384
H 4.90 7.45 -2.26 0.230
H 5.07 9.46 -0.10 0.286
H 6.29 8.47 -0.76 0.280
C -3.76 0.96 -5.76 -1.452
C -5.15 1.09 -5.19 0.484
C -5.69 -0.18 -4.70 -0.337
O -6.26 0.22 -3.43 -0.349
C -6.00 1.51 -3.11 0.663
O -6.17 2.03 -2.06 -0.501
O -5.06 1.91 -3.98 -0.375
H -3.80 0.21 -6.54 0.406
H -3.10 0.61 -4.96 0.333
H -3.48 1.93 -6.19 0.362
H -5.91 1.43 -5.90 0.247
H -4.87 -0.90 -4.74 0.230
H -6.46 -0.53 -5.39 0.291
C -0.55 1.11 -1.02 -1.334
C 0.37 1.27 0.20 0.580
C -0.32 0.74 1.51 -0.519
O 0.31 -0.43 1.89 -0.262
C 1.36 -0.64 1.08 0.657
O 2.29 -1.41 1.37 -0.644
O 1.40 0.32 0.12 -0.359
H 0.04 1.03 -1.93 0.333
H -1.24 1.94 -1.17 0.376
H -1.10 0.17 -0.95 0.247
H 0.71 2.29 0.37 0.328
H -1.39 0.55 1.37 0.284
H -0.11 1.50 2.26 0.313
C 4.70 -2.87 6.31 -1.439
C 3.24 -2.50 6.56 0.493
C 2.43 -3.75 6.63 -0.475
O 1.68 -3.62 7.77 -0.331
C 2.09 -2.55 8.49 0.704
O 1.58 -2.15 9.55 -0.608
O 3.12 -1.99 7.93 -0.352
H 4.97 -3.81 6.79 0.368
H 5.42 -2.13 6.63 0.343
H 4.93 -3.01 5.25 0.358
H 2.79 -1.78 5.87 0.326
H 3.00 -4.67 6.51 0.347
H 1.75 -3.57 5.80 0.269
O 5.71 -6.03 -4.71 -0.544
C 5.65 -5.40 -3.64 0.672
O 6.44 -5.64 -2.55 -0.344
C 6.37 -4.54 -1.63 -0.420
C 4.97 -4.04 -1.88 -0.189
O 4.68 -4.52 -3.20 -0.292
H 6.58 -4.82 -0.60 0.288
H 7.22 -3.94 -1.93 0.251
H 5.11 -2.96 -1.94 0.272
H 4.28 -4.53 -1.20 0.307
O 0.70 4.15 -4.96 -0.578
C 0.92 3.75 -6.11 0.738
O 0.28 4.30 -7.19 -0.341
C 0.69 3.71 -8.42 -0.268
C 1.78 2.67 -7.97 -0.231
O 1.71 2.78 -6.54 -0.334
H -0.13 3.12 -8.81 0.232
H 1.02 4.52 -9.08 0.264
H 2.79 2.95 -8.28 0.263
H 1.44 1.71 -8.35 0.255
O -7.63 -0.93 1.90 -0.553
C -6.70 -1.75 1.79 0.655
O -6.05 -2.41 2.80 -0.333
C -4.88 -3.07 2.36 -0.270
C -4.75 -2.53 0.93 -0.114
O -6.06 -1.96 0.64 -0.297
H -4.01 -2.97 3.01 0.277
H -5.19 -4.11 2.29 0.251
H -4.66 -3.41 0.30 0.234
H -3.89 -1.90 0.73 0.149
O -2.90 -4.46 -4.72 -0.542
C -1.80 -4.11 -4.37 0.705
O -0.67 -3.79 -5.13 -0.383
C 0.35 -3.18 -4.42 -0.183
C 0.04 -3.71 -3.01 -0.079
O -1.41 -4.01 -3.11 -0.355
H 1.26 -3.61 -4.84 0.256
H 0.25 -2.10 -4.45 0.230
H 0.03 -2.95 -2.23 0.122
H 0.69 -4.53 -2.73 0.226
```